ORCA calculation (wB97M-V/def2-TZVPD) on C23H44NOP3Ti as an isolated structure.

Last column: Löwdin charge in e.
CARTESIAN COORDINATES (ANGSTROEM)
Ti -0.488 -0.172 -0.707  0.7098
P 1.411 0.926 0.823  0.8224
P -1.121 2.029 -1.544  0.7661
P 1.578 -0.439 -2.164  0.7774
H -2.098 -2.382 -0.990  0.1150
C -1.000 -2.343 -1.073  -0.1196
C -0.156 -2.350 0.068  -0.0773
H -0.557 -2.486 1.076  0.0925
C 1.070 1.375 2.598  -0.2177
C 2.175 2.543 0.366  -0.2122
C 2.911 -0.090 1.164  -0.2159
C -2.751 1.942 -2.367  -0.2143
C -1.435 3.337 -0.278  -0.1965
C -0.078 3.037 -2.659  -0.2091
C 2.565 -1.956 -1.822  -0.2031
C 2.993 0.734 -2.377  -0.2122
C 1.128 -0.667 -3.924  -0.2076
H -0.613 -2.726 -2.029  0.0877
H 0.881 -2.677 -0.034  0.0703
H 0.923 0.468 3.205  0.0572
H 0.172 2.007 2.672  0.0647
H 1.926 1.936 3.010  0.0861
H 1.420 3.330 0.276  0.0367
H 2.740 2.497 -0.567  0.0315
H 2.870 2.830 1.165  0.0880
H 2.608 -1.097 1.478  0.0656
H 3.453 0.382 1.993  0.0877
H 3.592 -0.169 0.310  0.0345
H -2.633 2.053 -3.452  0.0773
H -3.373 2.771 -1.959  0.0947
H -3.282 1.003 -2.183  0.0308
H -1.757 4.268 -0.766  0.0960
H -0.533 3.548 0.313  0.0374
H -2.220 3.016 0.413  0.0553
H -0.646 3.910 -3.013  0.0947
H 0.272 2.470 -3.524  0.0455
H 0.812 3.415 -2.131  0.0579
H 3.220 -2.193 -2.673  0.0930
H 1.910 -2.811 -1.643  0.0451
H 3.179 -1.799 -0.929  0.0498
H 3.618 0.400 -3.222  0.0962
H 3.626 0.756 -1.481  0.0431
H 2.654 1.755 -2.592  0.0473
H 1.927 -1.262 -4.380  0.0868
H 1.043 0.309 -4.420  0.0711
H 0.188 -1.209 -4.068  0.0020
C -2.335 -1.800 -4.768  -0.2505
C -3.316 -1.267 -5.634  0.0372
C -3.619 -1.928 -6.822  0.0018
C -2.892 -3.063 -7.220  0.0438
C -1.775 -3.448 -6.458  0.0037
C -1.480 -2.820 -5.240  0.0043
O -2.346 -1.344 -3.444  -0.0364
H -1.570 -0.753 -3.188  0.0523
H -3.887 -0.405 -5.282  0.1338
H -4.403 -1.498 -7.456  0.1429
H -3.178 -3.609 -8.130  0.1517
H -1.105 -4.213 -6.856  0.1387
H -0.617 -3.129 -4.660  0.1112
C -4.442 0.540 4.387  0.0134
C -3.529 0.299 3.230  -0.1984
C -2.253 -0.225 3.399  0.0503
C -1.436 -0.444 2.293  -0.1321
N -1.822 -0.082 1.034  -0.0954
C -3.103 0.337 0.855  -0.1025
C -3.958 0.544 1.929  0.0396
H -3.971 0.203 5.313  0.1027
H -4.705 1.600 4.501  0.1221
H -5.379 -0.012 4.248  0.1221
H -1.885 -0.478 4.395  0.1517
H -0.457 -0.918 2.395  0.0977
H -3.446 0.501 -0.181  0.1082
H -4.965 0.911 1.711  0.1545

* orbital gap (spin up / spin down): 2.88 / 2.87 eV
* net charge: +4
* HOMO energy (spin up / spin down): -18.87 / -18.87 eV

ORCA calculation (wB97M-V/def2-TZVPD) on an isolated ion of composition C5H8N and charge +1.

Last column: Löwdin charge in e.
CARTESIAN COORDINATES (ANGSTROEM)
C -1.540 -1.190 0.710  0.0225
C -0.596 -0.364 0.081  -0.2008
N 0.032 -0.909 -1.024  0.1038
C 1.072 -0.314 -1.406  0.0517
C 1.380 0.965 -0.345  -0.0409
C 0.028 0.946 0.459  -0.0817
H -2.457 -0.753 0.187  0.1782
H -1.734 -0.877 1.749  0.1221
H -1.234 -2.251 0.605  0.1369
H 1.620 -0.576 -2.429  0.1829
H 2.110 0.705 0.423  0.1159
H 1.598 1.852 -0.937  0.1106
H -0.561 1.906 0.423  0.1697
H 0.280 0.859 1.504  0.1291

* orbital gap: 9.05 eV
* net charge: +1
* HOMO energy: -15.42 eV
* SMILES: CC1=[N+]=CCC1

ORCA calculation (wB97M-V/def2-TZVPD) on C52H50BrFInN5O6SSb as an isolated structure.

Last column: Löwdin charge in e.
CARTESIAN COORDINATES (ANGSTROEM)
In -0.900 0.758 0.058  0.7299
F 4.908 -1.374 2.866  0.0775
C 4.119 -0.455 3.439  -0.1856
C 2.938 -0.185 2.805  0.0965
C 2.075 0.770 3.348  -0.0539
C 0.883 1.106 2.633  -0.2742
O 0.637 0.485 1.568  -0.0521
C 0.025 2.102 3.235  -0.0123
C 0.344 2.644 4.441  0.0736
N 1.443 2.268 5.148  0.0328
C 1.700 2.876 6.469  -0.2618
C 0.596 3.166 7.393  -0.0898
C 1.563 2.085 7.740  -0.0724
C 2.341 1.405 4.584  -0.1055
C 3.564 1.083 5.227  0.0855
C 4.491 0.204 4.634  -0.1221
N 5.747 -0.037 5.188  -0.0762
C 6.638 -1.117 4.777  -0.1464
C 7.800 -1.252 5.719  -0.0642
N 7.348 -0.817 7.117  0.0792
C 6.977 0.657 7.167  -0.0603
C 6.487 1.083 5.783  -0.1116
C -1.302 2.547 2.598  -0.5788
O -1.844 3.513 3.089  0.1058
O -1.808 1.813 1.666  -0.1262
H 2.697 -0.699 1.900  0.1290
H -0.338 3.349 4.915  0.1578
H 2.489 3.642 6.394  0.1671
H -0.391 2.832 7.031  0.1245
H 0.580 4.126 7.923  0.1311
H 1.202 1.079 7.701  0.1108
H 2.311 2.329 8.500  0.1167
H 3.757 1.528 6.194  0.1095
H 7.111 -0.958 3.790  0.1476
H 6.077 -2.051 4.774  0.1387
H 8.576 -0.536 5.423  0.1435
H 8.159 -2.253 5.752  0.1354
H 8.107 -0.987 7.779  0.1841
H 6.590 -1.430 7.449  0.1926
H 7.886 1.196 7.456  0.1467
H 6.242 0.769 7.933  0.1270
H 7.354 1.320 5.137  0.1424
H 5.894 1.984 5.906  0.1298
C -1.761 -0.865 3.048  -0.0339
O -1.793 -0.953 1.644  -0.1319
C -2.461 -2.094 1.173  -0.1712
C -3.025 -3.059 1.943  -0.0507
C -3.652 -4.133 1.312  -0.6715
Br -4.340 -5.439 2.469  0.8362
C -3.661 -4.293 -0.041  -0.0530
C -3.074 -3.297 -0.834  -0.0404
C -2.455 -2.210 -0.207  -0.1730
O -1.859 -1.198 -0.941  -0.0826
C -3.095 -3.324 -2.313  -0.2059
N -2.731 -2.249 -3.028  0.1513
C -2.987 -2.571 -4.337  -0.2010
C -2.882 -1.814 -5.507  -0.0289
C -3.185 -2.420 -6.684  -0.0731
C -3.703 -3.689 -6.714  -0.0777
C -3.886 -4.442 -5.604  0.0036
C -3.518 -3.869 -4.396  -0.1478
N -3.481 -4.336 -3.087  0.2035
H -2.761 -0.822 3.445  0.1194
H -1.260 0.046 3.257  0.0633
H -1.273 -1.706 3.527  0.1181
H -3.045 -2.989 3.024  0.1101
H -4.186 -5.111 -0.505  0.1150
H -2.119 -1.446 -1.990  0.0946
H -2.504 -0.760 -5.487  0.1107
H -3.081 -1.870 -7.614  0.1221
H -3.947 -4.166 -7.642  0.1185
H -4.229 -5.458 -5.682  0.1238
H -3.883 -5.215 -2.772  0.1817
C 3.001 -0.324 -1.926  0.0339
C 1.654 -0.738 -1.391  -0.3976
C 1.315 -2.137 -1.043  0.0252
O 0.816 0.154 -1.155  -0.0612
H 3.437 -1.081 -2.595  0.1064
H 3.655 -0.248 -1.045  0.1079
H 2.892 0.641 -2.438  0.0958
H 0.841 -2.577 -1.926  0.1078
H 0.589 -2.185 -0.219  0.0939
H 2.184 -2.793 -0.854  0.1126
S -1.265 2.860 -1.199  0.2941
Sb -1.837 2.111 -3.365  1.4183
C -2.465 3.261 -4.953  -0.3760
C -2.045 2.988 -6.259  -0.0958
C -2.794 3.549 -7.323  -0.0376
C -3.849 4.438 -7.049  -0.0406
C -4.174 4.759 -5.739  -0.0497
C -3.519 4.139 -4.683  -0.1105
C -0.137 1.030 -3.994  -0.3582
C -0.061 -0.337 -4.158  -0.1402
C 0.991 -0.897 -4.860  -0.0623
C 1.988 -0.091 -5.409  -0.0621
C 1.944 1.253 -5.151  -0.0829
C 0.892 1.834 -4.461  -0.1289
C -3.582 1.079 -3.012  -0.3695
C -4.372 0.738 -4.100  -0.1263
C -5.608 0.101 -3.903  -0.0425
C -6.045 -0.182 -2.614  -0.0379
C -5.238 0.157 -1.508  -0.0487
C -4.015 0.797 -1.694  -0.1405
H -1.246 2.315 -6.504  0.0955
H -2.495 3.298 -8.339  0.1161
H -4.379 4.921 -7.858  0.1181
H -4.957 5.477 -5.552  0.1187
H -3.727 4.384 -3.646  0.1110
H -0.780 -1.023 -3.813  0.0621
H 0.941 -1.973 -5.043  0.1234
H 2.822 -0.575 -5.959  0.1336
H 2.805 1.877 -5.451  0.1321
H 0.942 2.909 -4.339  0.1177
H -4.083 0.984 -5.095  0.0912
H -6.246 -0.084 -4.752  0.1169
H -6.983 -0.699 -2.433  0.1165
H -5.561 -0.051 -0.484  0.1209
H -3.483 1.118 -0.815  0.0484

* orbital gap: 7.60 eV
* net charge: +3
* HOMO energy: -14.08 eV

Max |F|
In order: 0.06637; 0.07865; 0.03923
Unit: Eh/bohr